{"formula": "C39H37BeF9OP2", "method": "wB97M-V/def2-TZVPD", "gap_ha": [0.27351, 0.27344], "elements": ["Be", "C", "C", "C", "C", "C", "C", "C", "C", "C", "H", "H", "H", "H", "H", "H", "H", "H", "H", "H", "H", "H", "H", "H", "H", "P", "P", "C", "C", "C", "C", "C", "C", "C", "C", "C", "C", "C", "C", "C", "C", "C", "C", "C", "C", "C", "C", "C", "C", "C", "C", "C", "C", "H", "H", "H", "H", "H", "H", "H", "H", "H", "H", "H", "H", "H", "H", "H", "H", "H", "H", "H", "H", "H", "H", "F", "C", "F", "F", "C", "O", "C", "F", "F", "F", "C", "F", "F", "F"], "positions_angstrom": [[2.1160, -1.9694, 2.9442], [1.8948, -5.0456, -1.4953], [1.7566, -3.9879, -2.3574], [0.4311, -3.4548, -2.9393], [-0.7467, -3.1773, -1.8715], [-1.2117, -4.2101, -0.9045], [-0.4191, -5.3077, -0.6824], [-0.2045, -6.1919, -1.8658], [1.3370, -6.4460, -1.7968], [1.8289, -0.3219, 3.0190], [2.3092, -4.8806, -0.4760], [2.6560, -3.4331, -2.7305], [0.0299, -4.0826, -3.7718], [0.6656, -2.4782, -3.4191], [-0.4430, -2.2668, -1.2988], [-1.6094, -2.9020, -2.4932], [-1.9974, -3.8815, -0.2046], [0.2601, -5.5214, 0.2034], [-0.4956, -5.5614, -2.7576], [-0.7948, -7.1284, -1.8542], [1.6019, -7.0965, -0.9535], [1.6847, -6.9670, -2.6986], [2.4301, 0.1229, 3.8139], [0.7477, -0.1882, 3.2612], [2.0900, 0.1442, 2.0599], [0.6510, 3.1628, -0.7334], [-2.0163, 2.9806, 1.1113], [-0.9337, 2.6829, -1.4300], [-2.0643, 2.8126, -0.6913], [0.9202, 4.7263, -1.7535], [0.2246, 5.0058, -2.9405], [0.4853, 6.1538, -3.7030], [1.4250, 7.0938, -3.2610], [2.0685, 6.8736, -2.0325], [1.8097, 5.7189, -1.2865], [1.6531, 1.7998, -1.5139], [1.6172, 0.5392, -0.8909], [2.3847, -0.5002, -1.4094], [3.1617, -0.2858, -2.5541], [3.1675, 0.9567, -3.1809], [2.4143, 2.0081, -2.6687], [-3.2465, 4.4254, 1.1286], [-2.9231, 5.6008, 0.4215], [-3.8451, 6.6455, 0.3302], [-5.0942, 6.5424, 0.9595], [-5.4209, 5.3761, 1.6558], [-4.4943, 4.3312, 1.7587], [-3.1273, 1.5816, 1.5855], [-3.1798, 1.2128, 2.9479], [-3.9863, 0.1550, 3.3482], [-4.7266, -0.5576, 2.4092], [-4.7020, -0.1825, 1.0691], [-3.8984, 0.8790, 0.6561], [-0.9433, 2.3856, -2.4872], [-3.0587, 2.9525, -1.1515], [-0.5439, 4.3186, -3.2898], [-0.0492, 6.3242, -4.6437], [1.6377, 7.9874, -3.8624], [2.7746, 7.6300, -1.6644], [2.3100, 5.5738, -0.3226], [0.9858, 0.3773, -0.0111], [2.3921, -1.4656, -0.9082], [3.7672, -1.0979, -2.9503], [3.7758, 1.1204, -4.0687], [2.4074, 2.9880, -3.1592], [-1.9613, 5.6849, -0.0933], [-3.5991, 7.5373, -0.2471], [-5.8179, 7.3602, 0.8862], [-6.4074, 5.2513, 2.1095], [-4.7608, 3.4147, 2.2907], [-2.5887, 1.7713, 3.6742], [-4.0490, -0.1086, 4.4051], [-5.3456, -1.4015, 2.7190], [-5.3131, -0.6978, 0.3293], [-3.8801, 1.1580, -0.3984], [5.0191, -2.9377, 3.8712], [3.8956, -3.6156, 4.2065], [4.2024, -4.5720, 5.1270], [3.0739, -2.6808, 4.8531], [3.1048, -4.1052, 2.9169], [2.9159, -2.9587, 2.0976], [3.9203, -5.1681, 1.9933], [4.6380, -6.0411, 2.7447], [3.0704, -5.9297, 1.2332], [4.7646, -4.5370, 1.1437], [1.7345, -4.5149, 3.4925], [1.7267, -5.0562, 4.7171], [1.0698, -3.2226, 3.6623], [0.8904, -5.2299, 2.7224]], "forces_ev_per_a": [[0.1, 0.3, -0.7], [0.6, -0.2, -0.5], [-0.1, 0.4, -0.3], [-0.4, -0.7, -0.7], [-0.1, 0.2, -2.6], [0.8, -0.4, 1.7], [-0.8, -0.2, 0.2], [1.8, 0.5, -0.4], [-1.5, 0.6, 0.3], [-0.7, -0.4, 0.2], [1.4, -0.4, -1.6], [-0.8, 0.5, 1.7], [0.1, 0.4, 0.5], [-0.2, -0.5, 0.4], [-0.3, -0.7, -0.1], [0.2, 0.6, -0.1], [1.2, 0.5, 0.5], [-2.3, -0.5, -0.1], [0.3, -1.3, 0.7], [0.0, 0.6, 0.1], [-0.3, 0.0, -0.1], [0.4, 0.7, 0.1], [-0.1, 0.2, 0.0], [0.7, 0.4, -0.2], [-0.2, 0.1, 0.3], [0.8, 0.0, 0.1], [-0.7, 1.0, 0.4], [-1.4, 0.0, 0.4], [0.6, 0.3, -1.1], [0.1, 0.2, -0.2], [0.1, 0.1, -0.2], [0.1, 0.1, 0.3], [-0.1, -0.4, 0.2], [-0.1, 0.2, -0.2], [0.0, -0.3, 0.0], [-0.1, 0.7, -0.2], [0.1, 0.3, -0.3], [0.0, 0.2, -0.1], [-0.1, -0.1, 0.2], [0.1, 0.0, -0.1], [-0.1, -0.1, 0.3], [0.0, -0.3, 0.1], [-0.2, -0.2, 0.1], [-0.1, -0.2, 0.2], [0.1, -0.2, -0.1], [0.2, 0.0, 0.0], [0.1, 0.2, -0.3], [0.0, 0.0, 0.2], [0.0, 0.2, -0.7], [0.0, 0.0, 0.2], [-0.3, -0.1, -0.1], [0.1, 0.1, -0.1], [-0.1, -0.1, 0.2], [-0.3, 0.4, 0.3], [0.5, -0.7, 0.0], [0.3, 0.1, 0.0], [0.2, -0.1, 0.4], [-0.1, -0.4, 0.4], [-0.3, -0.4, -0.1], [-0.1, 0.0, -0.4], [0.3, 0.1, -0.2], [0.0, 0.1, -0.2], [-0.1, 0.1, 0.1], [-0.1, -0.1, 0.1], [0.1, -0.4, 0.2], [-0.3, 0.0, 0.2], [0.0, -0.2, 0.2], [0.3, -0.3, 0.0], [0.3, 0.2, -0.1], [0.0, 0.3, -0.2], [-0.1, -0.2, -0.1], [0.1, 0.0, -0.3], [0.2, 0.3, 0.0], [0.1, 0.0, 0.2], [0.0, -0.1, 0.4], [-1.2, -1.1, 0.3], [1.1, 0.4, 0.8], [-0.3, 1.2, -1.3], [1.1, -0.9, -0.7], [1.2, 1.1, -1.4], [0.0, -1.7, 1.7], [-0.1, -0.5, -0.1], [-0.5, 0.9, -0.4], [0.7, 1.0, 1.1], [-1.1, -0.6, 1.3], [-2.3, -0.4, 0.2], [0.2, 0.4, -1.2], [0.1, -1.3, -0.2], [1.3, 0.9, 0.6]]}